[1]
{
  "formula": "C10H30CaFO5",
  "method": "ωB97M-V/def2-TZVPD",
  "elements": ["Ca", "F", "C", "C", "O", "H", "H", "H", "H", "H", "H", "C", "C", "O", "H", "H", "H", "H", "H", "H", "C", "C", "O", "H", "H", "H", "H", "H", "H", "C", "C", "O", "H", "H", "H", "H", "H", "H", "C", "C", "O", "H", "H", "H", "H", "H", "H"],
  "coordinates": [[18.02743, 0.97468, -10.83287], [17.85539, 3.26170, -10.82368], [14.84662, 6.86964, -8.78643], [15.38602, 5.86945, -9.76700], [16.43798, 5.11948, -9.14419], [14.39171, 6.35973, -7.93713], [14.07302, 7.45171, -9.29287], [15.62064, 7.54709, -8.43191], [15.78419, 6.34306, -10.67259], [14.60097, 5.18968, -10.12553], [16.87086, 4.56505, -9.80984], [21.98640, 0.31848, -10.96363], [21.32040, 0.82840, -9.69293], [20.14427, 1.58642, -10.03590], [21.35467, -0.42517, -11.45684], [22.91004, -0.22461, -10.73793], [22.29594, 1.12811, -11.62073], [21.99433, 1.46636, -9.11869], [21.04601, 0.01940, -9.01493], [20.37435, 2.55055, -10.17558], [14.62799, 2.69991, -11.96566], [15.64451, 1.98966, -12.82905], [16.12571, 0.75056, -12.20880], [14.20809, 3.52912, -12.53547], [15.04849, 3.07031, -11.03057], [13.78472, 2.05533, -11.70134], [16.52231, 2.61197, -13.00720], [15.21416, 1.75594, -13.80401], [15.46158, 0.07738, -12.40529], [22.03285, 5.38625, -9.03087], [20.54170, 5.26977, -9.32268], [20.40815, 4.21247, -10.31169], [22.60294, 5.54421, -9.94190], [22.35301, 4.47224, -8.53275], [22.21019, 6.24123, -8.37518], [20.10909, 6.19594, -9.70969], [19.92204, 4.98732, -8.46592], [19.45724, 4.12393, -10.52885], [18.13002, 7.31909, -13.64621], [18.45944, 6.14238, -12.76973], [17.33054, 5.26056, -12.77225], [18.02797, 7.06232, -14.69609], [18.91065, 8.08145, -13.55331], [17.24612, 7.83499, -13.26578], [18.70248, 6.44249, -11.74654], [19.31776, 5.58735, -13.16583], [17.50192, 4.50897, -12.18306]],
  "e_homo_ev": -11.87,
  "relative_energy_kcal_mol": 0.0,
  "lumo_energy_ev": -4.69,
  "total_charge": 1,
  "energy_ev": -42246.716,
  "molar_mass_g_mol": 289.42
}



[2]
{
  "formula": "C7H12S",
  "method": "ωB97M-V/def2-TZVPD",
  "elements": ["C", "C", "C", "C", "C", "C", "C", "S", "H", "H", "H", "H", "H", "H", "H", "H", "H", "H", "H", "H"],
  "coordinates": [[0.41384, -1.73123, 0.53810], [-0.45443, -0.84775, 0.06584], [1.94630, -1.30995, 0.57508], [0.32736, 0.73453, -0.22691], [-1.87468, -1.00978, -0.45527], [-0.19514, 1.36908, -1.40747], [0.17506, 1.59653, 1.08701], [2.00590, 0.15516, -0.42072], [0.06293, -2.71863, 0.97916], [2.33478, -1.05700, 1.59036], [2.54176, -2.16365, 0.13714], [-2.38474, -1.61677, 0.28646], [-1.92007, -1.59428, -1.40859], [-2.34474, -0.02766, -0.52927], [-0.36169, 0.70710, -2.22428], [0.53905, 2.03225, -1.75195], [-1.08795, 2.04092, -1.14347], [0.77145, 2.54676, 1.02685], [0.34941, 1.03100, 1.94166], [-0.84439, 1.86335, 1.34029]],
  "e_homo_ev": -8.31,
  "relative_energy_kcal_mol": 47.9,
  "lumo_energy_ev": 0.92,
  "energy_ev": -18287.153,
  "molar_mass_g_mol": 128.24,
  "smiles": "CC1=CCSC1(C)C"
}



[3]
{
  "formula": "C24H34N4O2S",
  "method": "ωB97M-V/def2-TZVPD",
  "elements": ["C", "C", "C", "C", "N", "C", "C", "H", "C", "N", "C", "N", "C", "C", "C", "C", "C", "C", "C", "O", "H", "H", "H", "H", "S", "C", "H", "H", "C", "O", "N", "H", "C", "H", "C", "C", "H", "C", "H", "H", "C", "H", "H", "H", "H", "H", "H", "H", "H", "H", "H", "C", "C", "H", "H", "H", "H", "H", "H", "H", "H", "H", "H", "H", "H"],
  "coordinates": [[-0.73068, -3.50544, -1.51295], [0.22542, -2.48007, -2.11419], [1.63664, -2.65650, -1.55994], [2.57571, -1.57303, -2.07854], [2.08554, -0.24363, -1.75220], [3.04401, 0.76917, -2.16778], [2.82649, 2.13159, -1.50708], [3.49828, 2.85252, -1.97570], [3.13338, 2.11050, -0.00859], [2.25919, 1.20227, 0.70607], [0.97190, 1.53202, 0.97220], [0.08312, 0.75520, 1.48511], [0.45409, -0.52410, 1.79423], [-0.49621, -1.40610, 2.32143], [-0.13038, -2.68773, 2.66138], [1.18524, -3.12019, 2.49843], [2.13119, -2.26412, 1.98107], [1.77618, -0.96365, 1.61768], [2.76068, -0.06593, 1.02562], [3.92836, -0.33824, 0.84126], [3.15624, -2.57148, 1.83761], [1.45708, -4.12749, 2.77530], [-0.86880, -3.36699, 3.06265], [-1.50844, -1.05777, 2.45125], [0.48770, 3.19071, 0.65304], [-1.28503, 3.02228, 0.97674], [-1.69840, 4.02376, 0.85065], [-1.42351, 2.67319, 1.99774], [-1.89163, 2.08133, -0.06064], [-1.51748, 2.06822, -1.21213], [-2.89323, 1.32036, 0.41549], [-3.12319, 1.35177, 1.39604], [-3.62757, 0.38664, -0.40570], [-3.12038, 0.39051, -1.37339], [-5.11405, 0.78373, -0.57536], [-5.93295, -0.44667, -0.16649], [-6.82722, -0.56613, -0.77549], [-4.95986, -1.61368, -0.32158], [-5.26991, -2.49594, 0.23603], [-4.86316, -1.88424, -1.37365], [-3.64820, -1.02812, 0.18708], [-2.77495, -1.60846, -0.10126], [-3.67804, -0.96338, 1.27708], [-6.24279, -0.36639, 0.87670], [-5.35304, 1.64989, 0.04173], [-5.31185, 1.05300, -1.61157], [4.15114, 1.74866, 0.15873], [3.02707, 3.11357, 0.41550], [1.80474, 2.47411, -1.66935], [3.02596, 0.90083, -3.26596], [4.03899, 0.41077, -1.89018], [0.77564, -0.03907, -2.34752], [-0.22590, -1.05435, -1.81150], [-0.31676, -0.92416, -0.73162], [-1.19982, -0.85639, -2.26244], [0.41506, 0.96141, -2.10539], [0.82959, -0.12364, -3.45011], [3.55555, -1.69482, -1.60919], [2.69958, -1.68949, -3.17274], [1.59949, -2.60233, -0.47180], [2.03561, -3.63445, -1.83838], [0.25202, -2.61568, -3.20229], [-1.73474, -3.37491, -1.91197], [-0.39978, -4.51654, -1.74019], [-0.76906, -3.39396, -0.43033]],
  "e_homo_ev": -8.10,
  "relative_energy_kcal_mol": 0.0,
  "lumo_energy_ev": 0.58,
  "energy_ev": -46333.099,
  "molar_mass_g_mol": 442.63,
  "smiles": "CC1CCN(CCCn2c(SCC(=O)NC3CCCC3)nc3ccccc3c2=O)CC1"
}



[4]
{
  "formula": "C3H10O",
  "method": "ωB97M-V/def2-TZVPD",
  "elements": ["C", "C", "H", "H", "H", "H", "H", "H", "C", "O", "H", "H", "H", "H"],
  "coordinates": [[0.05501, -1.15556, 0.16289], [0.61390, -2.56513, 0.11455], [-1.00181, -1.19439, 0.42851], [0.62567, -0.59839, 0.90377], [0.10613, -0.63829, -0.79899], [1.66879, -2.68261, -0.18214], [0.08532, -3.25458, -0.52793], [0.57773, -3.07462, 1.09285], [-0.66362, 2.38887, 0.07875], [-0.35291, 2.97856, -1.18956], [0.60450, 3.03651, -1.27184], [-0.43811, 3.06822, 0.89050], [-1.74603, 2.23884, 0.05897], [-0.13456, 1.45256, 0.23968]],
  "e_homo_ev": -10.40,
  "relative_energy_kcal_mol": 14.5,
  "lumo_energy_ev": 0.95,
  "energy_ev": -5319.984,
  "molar_mass_g_mol": 62.11,
  "smiles": "CC.CO"
}